(1)
8
Properties=species:S:1:pos:R:3 method="wB97M-V/def2-TZVPD" homo_energy_ev=-10.98 smiles="O=CC#CC=O" lumo_energy_ha=-0.0358 de_lowest_kj_mol=44.2 charge=0
O -2.500 0.354 0.940
C -1.992 -0.284 0.050
C -0.546 -0.440 -0.018
C 0.651 -0.277 -0.064
C 1.991 0.291 -0.052
O 3.029 -0.311 -0.153
H -2.577 -0.724 -0.774
H 1.943 1.390 0.070

(2)
8
Properties=species:S:1:pos:R:3 method="wB97M-V/def2-TZVPD" homo_energy_ev="-9.62 / -9.45" lumo_energy_ha="-0.0597 / -0.0482" de_lowest_kj_mol=876.1 charge=0
C -0.692 0.394 -0.489
C 1.205 -0.649 0.923
C -0.051 -0.068 1.280
C -0.250 -0.858 0.027
O -0.533 1.099 0.660
O 0.795 -1.747 0.194
H -1.436 0.730 -1.191
H 0.961 1.099 -1.403

(3)
8
Properties=species:S:1:pos:R:3 method="wB97M-V/def2-TZVPD" homo_energy_ev="-10.56 / -8.18" lumo_energy_ha="-0.0438 / -0.0583" de_lowest_kj_mol=723.2 charge=0
C -1.297 1.231 0.182
C -2.146 2.226 0.332
C 1.023 -1.461 0.404
C -0.260 0.510 0.179
O 0.241 -2.237 -0.044
O 0.769 -0.124 0.542
H 1.896 -1.684 0.845
H -0.227 1.539 -2.439

(4)
9
Properties=species:S:1:pos:R:3 method="wB97M-V/def2-TZVPD" homo_energy_ev="-16.80 / -17.61" lumo_energy_ha="-0.3886 / -0.3908" de_lowest_kj_mol=352.3 charge=+2 multiplicity=2
H 1.881 1.503 0.688
C 1.114 0.733 0.573
C 1.288 -0.554 0.897
O -0.032 1.278 0.102
O -1.083 0.311 -0.065
Sc -1.266 0.952 -1.930
C 0.991 -2.313 1.790
C 1.477 -1.893 0.685
H 0.454 -2.889 2.529

(5)
12
Properties=species:S:1:pos:R:3 method="wB97M-V/def2-TZVPD" homo_energy_ev="-9.42 / -12.85" lumo_energy_ha="-0.1248 / -0.1464" de_lowest_kj_mol=0.0 charge=+1 multiplicity=2
C -0.998 3.133 -1.885
O -0.500 4.125 -2.184
O -1.503 2.129 -1.573
O -1.744 -0.727 0.220
C -0.744 -0.837 0.901
O 0.430 -0.492 0.425
Yb -2.782 -0.149 -1.950
H -0.760 -1.230 1.931
O 2.754 -2.950 0.457
C 2.200 -1.970 0.723
C 1.573 -0.880 1.149
H 2.075 -0.153 1.785

(6)
13
Properties=species:S:1:pos:R:3 method="wB97M-V/def2-TZVPD" homo_energy_ev="-9.61 / -13.72" lumo_energy_ha="-0.1905 / -0.1900" charge=+1 multiplicity=8
O 1.848 -2.579 -1.156
C 0.776 -2.173 -0.776
O -0.345 -2.566 -0.908
Sm 2.000 -4.795 -2.617
O 0.732 -0.381 0.367
H -1.177 -0.331 1.052
O -1.690 2.560 0.768
O 0.256 2.540 0.281
O -1.104 1.447 -1.033
C -0.311 0.271 0.723
C -0.165 1.663 1.299
C -0.981 2.475 -0.320
H 0.160 1.870 2.320

(7)
8
Properties=species:S:1:pos:R:3 method="wB97M-V/def2-TZVPD" homo_energy_ev=-10.17 lumo_energy_ha=-0.0024 de_lowest_kj_mol=301.0 charge=0
C 0.464 1.212 1.975
C -0.666 -0.187 -2.263
C -0.210 1.497 0.997
C -1.004 0.532 -1.370
O -2.546 2.146 -0.104
S -1.163 2.073 -0.440
H 0.752 1.323 2.991
H -0.915 -0.886 -2.988

(8)
8
Properties=species:S:1:pos:R:3 method="wB97M-V/def2-TZVPD" homo_energy_ev=-9.39 smiles="O=C=C=CC=S" lumo_energy_ha=-0.0953 de_lowest_kj_mol=47.3 charge=0
C -0.631 0.321 -0.034
C -0.919 -1.082 0.214
C 1.770 1.195 -0.290
C 0.533 0.984 -0.282
O 2.927 1.477 -0.262
S 0.027 -2.463 0.295
H -1.616 0.748 -0.036
H -2.091 -1.179 0.395

no.,F_max (eV/Å),electronic energy (Eh)
1,0.65,-303.99299
2,5.03,-303.67611
3,4.61,-303.73437
4,3.17,-1063.78935
5,1.20,-1688.22172
6,7.86,-1262.50270
7,2.98,-626.82056
8,4.33,-626.91719